71
Properties=species:S:1:pos:R:3 method="wB97M-V/def2-TZVPD" relative_energy_kj_mol=185.1 e_homo_ev="-7.29 / -7.31" spin_multiplicity=4 total_charge=+1 e_lumo_ev="-3.43 / -3.43" s2=3.76 homo_lumo_gap_ev="3.86 / 3.88"
O 4.648 0.190 -0.508
H 4.459 -0.701 -0.106
Nd 0.802 0.122 0.051
N -0.757 0.106 -1.898
N -1.545 -1.173 0.152
O -0.454 0.833 -3.094
O -1.842 -2.115 1.120
C -1.859 -0.644 -2.070
C -2.291 -1.392 -0.941
C -2.656 -0.675 -3.342
C -3.451 -2.350 -0.967
H -2.052 -0.284 -4.167
H -3.574 -0.080 -3.236
H -2.997 -1.694 -3.580
H -3.764 -2.606 0.046
H -3.225 -3.275 -1.507
H -4.291 -1.897 -1.498
H 0.488 1.112 -3.062
H -1.273 -1.904 1.889
O -1.531 1.524 0.846
H -1.606 2.060 -0.026
H -2.024 0.665 0.582
C 1.602 -2.021 -0.447
H 2.626 -2.263 -0.781
H 0.844 -2.366 -1.192
H 1.403 -2.522 0.536
O 2.972 1.168 -3.139
H 3.881 1.051 -2.748
H 2.617 0.241 -3.053
F 5.545 4.225 3.008
C 4.259 3.997 3.444
C 3.360 3.400 2.589
C 2.066 3.102 3.071
C 1.261 2.147 2.413
O 1.449 1.966 1.146
C 0.237 1.519 3.194
C -0.329 2.239 4.219
N 0.326 3.321 4.738
C -0.092 3.805 5.987
C -1.475 3.577 6.508
C -0.327 2.812 7.073
C 1.631 3.596 4.313
C 2.539 4.201 5.174
C 3.880 4.344 4.766
N 4.823 4.709 5.715
C 4.735 4.121 7.022
C 4.553 5.224 8.055
N 5.671 6.156 7.838
C 5.824 6.751 6.503
C 5.929 5.603 5.495
C -0.153 0.070 3.124
O -1.001 -0.376 3.886
O 0.363 -0.633 2.145
H 3.639 3.066 1.596
H -1.243 1.926 4.721
H 0.443 4.702 6.308
H -1.881 4.370 7.145
H -2.199 2.997 5.932
H -0.219 1.764 6.777
H 0.017 3.107 8.065
H 2.262 4.508 6.183
H 5.653 3.546 7.235
H 3.886 3.427 7.034
H 3.622 5.792 7.915
H 4.591 4.840 9.084
H 5.625 6.902 8.528
H 6.510 5.604 7.988
H 6.719 7.386 6.504
H 4.940 7.379 6.329
H 6.870 5.053 5.661
H 5.912 5.979 4.467


71
Properties=species:S:1:pos:R:3 method="wB97M-V/def2-TZVPD" relative_energy_kj_mol=689.4 e_homo_ev="-4.22 / -4.14" total_charge=0 e_lumo_ev="-1.75 / -1.70" homo_lumo_gap_ev="2.46 / 2.44"
O -6.734 1.768 -0.867
H -7.489 2.119 -1.374
Pb -1.718 2.261 -1.578
N -0.523 3.598 -2.842
N -2.808 4.105 -1.680
O 0.778 3.217 -3.489
O -4.048 4.277 -0.912
C -1.066 4.838 -3.055
C -2.234 5.117 -2.381
C -0.362 5.772 -3.909
C -2.907 6.401 -2.392
H 0.301 5.336 -4.668
H 0.234 6.470 -3.301
H -1.111 6.365 -4.441
H -3.564 6.610 -1.537
H -3.505 6.502 -3.309
H -2.143 7.179 -2.410
H 0.938 2.300 -3.154
H -4.320 3.354 -0.670
O -0.465 3.541 0.181
H -0.123 3.494 -0.757
H -1.453 3.551 0.231
C -5.780 1.367 -1.893
H -5.009 0.696 -1.453
H -5.355 2.262 -2.413
H -6.326 0.783 -2.645
O -2.002 1.205 -3.617
H -1.653 2.162 -3.701
H -1.424 0.702 -2.960
F 2.237 -3.392 -1.989
C 1.937 -2.676 -0.849
C 1.289 -1.482 -1.034
C 0.805 -0.769 0.109
C -0.115 0.278 -0.040
O -0.230 0.764 -1.286
C -0.853 0.705 1.101
C -0.392 0.324 2.362
N 0.631 -0.569 2.568
C 1.275 -0.699 3.822
C 1.834 0.554 4.419
C 0.715 -0.124 5.096
C 1.134 -1.245 1.411
C 1.835 -2.445 1.533
C 2.184 -3.267 0.428
N 2.640 -4.547 0.640
C 2.202 -5.357 1.804
C 3.407 -5.905 2.557
N 4.202 -6.718 1.582
C 4.637 -5.961 0.371
C 3.410 -5.361 -0.306
C -2.300 1.110 1.039
O -3.023 1.066 1.998
O -2.880 1.473 -0.113
H 1.055 -1.118 -2.026
H -0.924 0.718 3.209
H 1.943 -1.555 3.984
H 2.800 0.448 4.895
H 1.589 1.472 3.900
H -0.232 0.395 5.082
H 1.011 -0.616 6.017
H 2.050 -2.817 2.528
H 1.577 -6.209 1.463
H 1.585 -4.791 2.503
H 4.063 -5.112 2.892
H 3.115 -6.540 3.394
H 5.023 -7.108 2.054
H 3.627 -7.522 1.283
H 5.177 -6.633 -0.294
H 5.295 -5.180 0.732
H 2.776 -6.178 -0.703
H 3.756 -4.761 -1.145


63
Properties=species:S:1:pos:R:3 method="wB97M-V/def2-TZVPD" e_homo_ev="-16.55 / -16.53" spin_multiplicity=5 total_charge=+3 e_lumo_ev="-8.96 / -12.48" s2=6.01 homo_lumo_gap_ev="7.59 / 4.05"
Ir 0.643 0.367 -0.648
C 4.205 1.159 -0.160
C 3.572 1.627 -1.482
N 2.143 1.992 -1.466
C 1.702 2.408 -2.815
C 0.183 2.408 -2.957
N -0.431 1.156 -2.457
C -0.740 0.102 -3.451
C 0.430 -0.566 -4.179
C 1.676 -1.051 -3.417
N 1.532 -1.357 -1.979
C 2.823 -1.797 -1.412
C 2.836 -1.733 0.110
N 2.337 -0.440 0.622
C 3.343 0.592 0.968
H 4.732 1.998 0.297
H 4.980 0.438 -0.426
H 3.681 0.850 -2.236
H 4.162 2.477 -1.838
H 2.000 2.768 -0.824
H 2.144 1.727 -3.541
H 2.070 3.409 -3.050
H -0.073 2.565 -4.007
H -0.234 3.239 -2.387
H -1.323 1.408 -2.042
H -1.383 0.522 -4.230
H -1.327 -0.654 -2.927
H 0.793 0.096 -4.967
H -0.023 -1.413 -4.696
H 2.467 -0.307 -3.493
H 2.045 -1.938 -3.940
H 0.855 -2.108 -1.863
H 3.606 -1.159 -1.818
H 3.052 -2.820 -1.717
H 3.853 -1.919 0.461
H 2.199 -2.523 0.511
H 1.844 -0.632 1.488
H 4.039 0.181 1.705
H 2.797 1.399 1.459
O -0.927 0.289 1.014
S -1.132 -0.444 2.332
C -2.121 0.694 3.328
C -3.084 1.535 2.697
C -3.844 2.382 3.474
C -3.631 2.415 4.850
C -2.679 1.546 5.472
C -1.909 0.695 4.698
C -2.391 -1.676 2.012
C -3.077 -1.661 0.806
C -4.020 -2.649 0.574
C -4.256 -3.626 1.538
C -3.568 -3.616 2.746
C -2.618 -2.638 2.991
H -3.223 1.503 1.624
H -4.590 3.014 3.012
H -4.181 3.124 5.459
H -2.545 1.555 6.547
H -1.171 0.051 5.159
H -2.877 -0.893 0.070
H -4.574 -2.653 -0.354
H -4.972 -4.412 1.338
H -3.759 -4.373 3.494
H -2.060 -2.633 3.921


60
Properties=species:S:1:pos:R:3 method="wB97M-V/def2-TZVPD" relative_energy_kj_mol=15.1 e_homo_ev=-9.02 total_charge=0 e_lumo_ev=0.78 homo_lumo_gap_ev=9.80
C 5.227 -1.972 1.873
C 4.688 -3.351 2.234
C 3.610 -3.865 1.278
C 2.325 -3.026 1.276
C 2.255 -2.050 0.101
C 1.101 -1.054 0.216
C 1.122 -0.031 -0.936
N -0.258 0.127 -1.326
C -0.698 1.133 -2.264
C -1.042 0.547 -3.636
C 0.152 -0.102 -4.332
C -0.209 -0.569 -5.737
C -1.099 -0.735 -0.744
O -2.310 -0.745 -0.884
C -0.296 -1.689 0.134
C -0.998 -1.904 1.483
C -1.137 -0.581 2.218
O -0.322 -0.196 3.036
N -2.241 0.117 1.883
C -2.442 1.483 2.328
C -1.903 2.462 1.317
C -2.748 3.132 0.444
C -2.233 4.008 -0.497
C -0.867 4.215 -0.577
C -0.017 3.539 0.282
C -0.532 2.667 1.224
H 5.601 -1.962 0.852
H 4.454 -1.214 1.972
H 6.046 -1.705 2.538
H 5.516 -4.064 2.232
H 4.281 -3.323 3.247
H 3.369 -4.888 1.574
H 4.018 -3.910 0.265
H 1.463 -3.694 1.224
H 2.252 -2.469 2.211
H 2.155 -2.616 -0.831
H 3.186 -1.485 0.044
H 1.189 -0.529 1.171
H 1.533 0.934 -0.625
H 1.719 -0.400 -1.780
H 0.091 1.883 -2.351
H -1.592 1.608 -1.850
H -1.431 1.354 -4.260
H -1.835 -0.190 -3.506
H 0.975 0.616 -4.388
H 0.491 -0.960 -3.748
H 0.647 -1.041 -6.216
H -0.525 0.272 -6.350
H -1.022 -1.290 -5.700
H -0.250 -2.652 -0.389
H -1.983 -2.334 1.300
H -0.413 -2.583 2.102
H -2.769 -0.183 1.072
H -3.511 1.643 2.493
H -1.905 1.585 3.275
H -3.816 2.973 0.504
H -2.900 4.529 -1.168
H -0.466 4.902 -1.309
H 1.050 3.702 0.224
H 0.125 2.141 1.900